This record from OMol25 describes a molecular structure, C33H46BaN7OS2. The level of theory is ωB97M-V with the def2-TZVPD basis set.

XYZ file:
```
90
Properties=species:S:1:pos:R:3:mulliken_charge:R:1
Ba -0.42 1.23 0.12 0.65
C 4.39 2.50 0.98 -2.35
C 3.08 1.81 0.69 0.51
N 2.04 1.89 1.43 1.52
N 2.11 2.66 2.54 -0.88
C 1.07 2.97 3.33 0.32
N 1.40 3.78 4.38 -0.48
S -0.50 2.47 3.13 -0.37
C 3.01 1.03 -0.55 0.61
C 4.04 1.08 -1.49 -0.86
C 3.97 0.31 -2.63 -1.00
C 2.87 -0.51 -2.82 -1.01
C 1.87 -0.48 -1.87 -0.09
N 1.93 0.26 -0.77 1.21
H 4.52 2.76 2.02 0.66
H 4.47 3.41 0.38 0.32
H 5.22 1.84 0.72 0.46
H 3.00 3.08 2.78 0.05
H 2.22 4.36 4.31 0.18
H 0.61 4.18 4.86 0.26
H 4.89 1.74 -1.36 0.50
H 4.76 0.35 -3.37 0.40
H 2.77 -1.13 -3.70 0.51
H 0.98 -1.09 -1.97 -0.18
C -0.08 -1.51 2.12 -0.44
C -1.20 -1.78 1.29 0.13
C -0.70 -2.49 0.14 0.17
C 0.69 -2.65 0.34 -0.72
C 1.08 -2.06 1.55 0.57
C 2.44 -2.20 2.22 2.33
C 2.48 -3.54 2.98 -1.99
C 2.70 -1.07 3.22 -1.50
C 3.58 -2.20 1.19 -1.61
C -1.41 -3.01 -1.11 2.63
C -2.57 -3.97 -0.78 -1.83
C -1.92 -1.85 -1.99 -1.44
C -0.45 -3.82 -2.00 -2.41
C -2.62 -1.60 1.84 2.54
C -2.66 -0.47 2.89 -1.79
C -3.67 -1.21 0.79 -2.09
C -3.06 -2.88 2.57 -1.83
H -0.12 -1.03 3.08 -0.22
H 1.37 -3.13 -0.35 0.30
H 1.71 -3.55 3.75 0.33
H 3.46 -3.70 3.45 0.47
H 2.29 -4.36 2.29 0.35
H 1.91 -1.02 3.97 0.30
H 2.75 -0.12 2.71 0.09
H 3.65 -1.25 3.75 0.42
H 3.47 -3.04 0.50 0.29
H 4.55 -2.29 1.69 0.45
H 3.57 -1.28 0.60 0.17
H -3.40 -3.47 -0.29 0.35
H -2.21 -4.77 -0.13 0.33
H -2.95 -4.42 -1.71 0.47
H -2.44 -1.08 -1.41 -0.12
H -2.60 -2.21 -2.77 0.35
H -1.07 -1.37 -2.48 0.13
H -0.08 -4.71 -1.48 0.45
H 0.40 -3.23 -2.32 0.26
H -0.99 -4.15 -2.90 0.46
H -2.35 0.48 2.46 0.10
H -2.03 -0.69 3.75 0.33
H -3.68 -0.35 3.25 0.51
H -3.41 -0.28 0.29 0.24
H -4.64 -1.07 1.28 0.60
H -3.81 -1.98 0.03 0.13
H -2.34 -3.11 3.36 0.33
H -3.10 -3.74 1.90 0.24
H -4.05 -2.75 3.03 0.47
N 0.63 5.65 -2.74 -0.57
C 0.55 4.28 -2.46 0.58
S 1.06 3.82 -0.86 -0.50
N 0.10 3.53 -3.39 -0.82
N 0.11 2.18 -3.25 0.17
C -1.02 1.59 -3.25 -0.31
C -2.36 2.22 -3.20 0.51
C -2.96 2.86 -4.28 -0.29
C -4.22 3.43 -4.14 -0.64
C -4.86 3.38 -2.91 -0.47
C -4.27 2.76 -1.83 -0.74
C -3.00 2.16 -1.93 -0.30
O -2.38 1.60 -0.94 -0.05
H 0.50 6.21 -1.91 0.20
H 0.03 5.92 -3.51 0.24
H -0.98 0.50 -3.19 0.21
H -2.44 2.91 -5.22 0.41
H -4.69 3.93 -4.99 0.36
H -5.84 3.83 -2.80 0.39
H -4.77 2.72 -0.86 0.37
```

Summary:
Energy above the lowest of the compared OMol25 structures with the same formula, charge and spin, kJ/mol: 0.0
E_LUMO, eV: 1.765
Orbital gap, eV: 5.3
Total charge: -1
HOMO, eV: -3.58